DFT (wB97M-V/def2-TZVPD) results for a cluster of 7 separate species, C44H60Cl3N2O7 in total.

```
116
Properties=species:S:1:pos:R:3:forces:R:3
C -4.266045 -1.714646 1.205229 -0.4 -0.4 -0.1
C -4.913603 -0.534733 2.075666 1.1 1.2 0.3
Cl -6.671155 -0.797541 2.562343 2.7 0.5 -0.7
C -4.229996 0.666706 2.442763 -1.4 -2.6 -0.9
Cl -5.165439 1.890052 3.406003 1.7 -1.1 -1.2
C -2.735908 0.871751 1.960991 -0.9 0.3 -0.2
N -2.433074 1.776877 1.014303 -0.6 -2.0 3.5
Cl -3.686245 2.742906 0.361543 1.0 -0.2 -0.1
C -0.944841 1.750992 0.686099 0.9 0.4 -1.9
C -0.295487 3.139702 0.136159 -1.4 0.1 -0.4
C -0.969752 0.877492 -0.685951 1.3 0.6 0.0
O -0.878774 -0.543570 -0.462098 -1.5 0.4 -1.8
C -1.310174 -1.300913 -1.588461 -1.1 -3.1 -2.9
C -1.564062 -0.768299 -3.015921 -0.6 -3.5 1.2
C -2.045976 -1.787298 -4.112350 0.2 -1.4 2.1
C -2.256255 -3.293900 -3.845054 1.3 2.1 3.1
C -1.954875 -3.839727 -2.425562 0.6 4.1 -0.1
C -1.504989 -2.843489 -1.337897 -0.4 0.8 -2.2
C -0.333784 1.097966 2.007636 1.6 -0.8 1.3
C 1.137518 0.493476 1.687364 2.8 -2.5 -0.6
C 1.334912 -1.055511 1.721603 2.8 1.1 -0.6
C 2.719166 -1.748634 1.454545 -0.6 4.5 0.0
C 3.935104 -0.835183 1.158802 -2.6 1.8 0.4
C 3.790180 0.714704 1.094724 -3.7 -2.2 1.1
C 2.384772 1.353463 1.382835 0.7 -3.1 -0.2
C -0.181936 2.035529 3.328198 -0.5 1.9 -0.1
C -1.014891 3.359034 3.372732 3.4 -1.4 4.7
C -0.766588 4.142720 4.718705 1.3 -3.6 -1.8
C 0.219523 3.487957 5.701638 -1.0 0.6 -1.0
N 0.929847 2.265120 5.629643 -2.7 1.2 -3.4
C 0.742975 1.514822 4.440679 -1.9 2.9 0.0
C -1.456311 0.035852 2.540528 -1.6 2.2 -1.6
H -4.223558 -1.457247 0.078115 0.1 -0.1 1.9
H -4.905908 -2.675804 1.259529 0.9 1.8 0.2
H -3.219747 -2.027590 1.575406 -1.7 0.8 -0.6
H -0.569168 4.043167 0.772769 0.7 -1.3 -0.7
H 0.825821 3.036742 -0.073830 -1.8 0.0 0.7
H -0.782050 3.324018 -0.899311 0.7 -0.3 1.6
H -1.939149 1.202399 -1.231000 1.6 -0.7 0.7
H -0.042052 1.219408 -1.287986 -1.6 -0.7 0.8
H -1.437107 0.334564 -3.252128 -0.2 -1.8 0.1
H -2.273430 -1.396338 -5.184854 0.6 -0.6 2.4
H -2.621245 -4.048724 -4.622987 0.7 1.5 1.1
H -2.041186 -4.941365 -2.108808 0.1 2.0 -0.8
H -1.293122 -3.250098 -0.281129 -0.3 0.8 -1.9
H 0.476288 -1.787429 1.953944 1.4 1.5 -0.4
H 2.801000 -2.889884 1.478690 -0.1 2.0 0.0
H 4.976739 -1.258346 0.973854 -1.7 0.4 0.3
H 4.664246 1.419953 0.871177 -1.4 -1.4 0.4
H 2.317341 2.487268 1.336695 0.0 -1.7 0.3
H -1.711863 3.716939 2.552135 1.1 -0.6 1.3
H -1.293115 5.137373 4.938279 1.0 -1.8 -0.3
H 0.409828 4.100899 6.661223 -0.3 -1.2 -1.7
H 1.302587 0.511841 4.356009 -1.0 1.9 0.0
H -1.471971 -0.985351 2.035857 0.1 1.4 0.9
H -1.614772 0.083903 3.676054 0.6 -0.5 -1.8
C -4.358504 1.403788 -6.513469 0.1 -0.3 -0.1
C -3.082485 1.443172 -5.721625 0.1 -0.5 -0.4
O -2.250886 0.554311 -5.811616 -0.2 0.7 0.1
C -2.869060 2.623321 -4.811661 0.4 -0.1 0.2
H -4.377233 0.498510 -7.124784 0.0 0.1 0.1
H -5.216243 1.386690 -5.836854 0.0 0.1 0.0
H -4.411426 2.274447 -7.172704 -0.1 -0.1 0.3
H -3.660769 2.660538 -4.059792 -0.1 0.1 -0.1
H -2.858719 3.545405 -5.396537 -0.2 0.0 0.1
H -1.906882 2.519928 -4.303268 -0.1 0.0 -0.1
C -5.947455 -2.787867 -4.136336 -0.1 0.2 0.3
C -6.390708 -1.873792 -5.247432 -0.2 0.7 0.1
O -6.657186 -0.704587 -5.035901 0.2 -0.5 -0.1
C -6.491444 -2.461206 -6.629939 -0.1 0.3 -0.2
H -5.920400 -2.229560 -3.197922 0.0 0.0 -0.1
H -6.652878 -3.615150 -4.031218 0.2 -0.1 -0.1
H -4.945941 -3.167797 -4.346200 -0.1 -0.2 0.0
H -7.220862 -3.273989 -6.636346 0.2 -0.1 0.0
H -5.513705 -2.827938 -6.950192 -0.1 -0.2 0.0
H -6.821544 -1.689068 -7.328098 0.0 -0.1 0.1
C 4.746238 -3.359254 -1.338961 -0.1 0.1 0.3
C 6.196042 -3.402897 -0.936620 0.3 0.2 0.6
O 6.569624 -2.943892 0.128162 -0.3 -0.2 -0.5
C 7.165049 -4.034593 -1.899562 0.3 0.1 0.3
H 4.167628 -2.877312 -0.549281 0.1 -0.1 -0.2
H 4.632963 -2.781511 -2.258751 -0.1 -0.2 -0.1
H 4.368305 -4.374137 -1.480050 0.0 0.1 -0.2
H 7.159617 -3.487607 -2.844808 -0.1 -0.2 -0.1
H 6.895727 -5.079784 -2.065902 -0.1 0.1 -0.2
H 8.171634 -3.995311 -1.478082 -0.2 0.0 0.0
C 5.765038 -0.703018 6.624449 0.2 0.4 -0.3
C 5.139070 0.519038 6.008128 0.6 0.2 -0.4
O 5.798186 1.308599 5.355336 -0.4 -0.3 0.3
C 3.663802 0.729563 6.229383 0.1 0.4 -0.2
H 6.829505 -0.724975 6.383388 -0.2 0.0 0.1
H 5.653309 -0.670957 7.708314 -0.1 -0.2 -0.1
H 5.296407 -1.603666 6.221914 -0.1 0.0 0.2
H 3.457871 0.825581 7.297455 -0.1 -0.2 -0.1
H 3.102041 -0.107967 5.809017 0.0 -0.1 0.2
H 3.350539 1.647251 5.729257 0.1 -0.1 0.1
C -5.014289 4.436403 -10.057574 -0.1 -0.4 0.2
C -4.024278 4.766032 -8.973002 0.1 -0.4 0.4
O -3.755565 3.963378 -8.095781 0.0 0.6 -0.5
C -3.378829 6.125021 -9.013437 0.2 -0.1 0.4
H -5.398635 3.425955 -9.902090 0.1 0.1 0.0
H -5.850351 5.138030 -10.023244 0.1 0.1 -0.2
H -4.524765 4.478394 -11.032730 -0.1 0.2 0.0
H -4.142379 6.901628 -8.933010 0.1 0.0 -0.2
H -2.816875 6.241989 -9.942382 -0.2 0.1 0.0
H -2.689197 6.223545 -8.172402 -0.1 0.0 -0.1
C 7.174178 -3.787892 10.551645 -0.3 -0.1 -0.2
C 7.558136 -2.617549 9.685861 -0.4 0.2 -0.5
O 6.865722 -2.271995 8.745341 0.4 -0.3 0.6
C 8.831410 -1.890786 10.027771 0.0 0.3 -0.3
H 6.236398 -4.214149 10.188765 0.1 0.1 0.0
H 7.949303 -4.555649 10.503883 0.0 0.1 0.2
H 7.032428 -3.456858 11.582605 0.2 -0.1 0.0
H 9.680124 -2.574398 9.956971 0.0 0.0 0.2
H 8.763299 -1.475633 11.035574 0.1 -0.2 0.0
H 8.981662 -1.071753 9.321200 0.0 -0.1 0.1
```
Forces are in eV/Å.

Gap between HOMO and LUMO (Eh): 0.223
Charge: +1
Spin multiplicity: 1



DFT (wB97M-V/def2-TZVPD) results for a cluster of 10 separate species, C44H60NO22 in total.

```
127
Properties=species:S:1:pos:R:3:forces:R:3
C -1.489047 0.950433 -1.012551 -4.4 4.8 0.8
N -0.425047 0.813433 -0.032551 -0.3 -3.6 -1.4
C -0.794047 -0.542567 0.670449 13.9 -2.8 -8.9
C 0.764953 0.492433 -0.941551 2.8 -0.1 -0.6
C -0.323047 1.925433 0.982449 5.6 0.9 -3.9
C 0.821953 1.770433 1.976449 2.8 -0.8 -0.7
O 0.751953 2.716433 2.940449 0.8 2.3 2.8
H -1.842047 0.183433 -1.572551 0.5 -3.4 -1.4
H -1.614047 1.806433 -1.696551 2.2 0.2 0.1
H -2.489047 1.271433 -0.602551 0.9 -0.6 1.2
H -0.643047 -1.432567 -0.156551 -1.0 2.5 2.0
H -1.551047 -0.491567 1.085449 -13.7 1.2 6.2
H -0.138047 -0.874567 1.449449 1.3 0.6 0.3
H 0.696953 -0.570567 -1.657551 -0.4 3.4 2.5
H 1.577953 0.398433 -0.149551 -0.5 -0.3 -1.5
H 1.068953 1.408433 -1.648551 -1.2 -2.0 1.7
H -1.232047 2.014433 1.351449 -4.2 0.5 2.2
H -0.061047 2.853433 0.346449 -0.7 -1.2 1.0
H 1.887953 1.935433 1.583449 -1.5 -0.5 -1.1
H 0.994953 0.897433 2.572449 -1.0 -1.9 -0.7
H 1.666953 2.631433 3.388449 -2.0 1.1 -0.6
C -1.815047 -4.475567 -3.334551 -5.3 -5.6 1.9
C -2.847047 -5.713567 -3.076551 7.1 3.4 -5.4
C -3.814047 -5.672567 -2.041551 -3.1 -1.6 2.3
O -4.615047 -6.651567 -1.804551 2.9 3.2 -1.1
C -3.888047 -4.405567 -1.290551 3.4 2.3 -2.1
C -3.003047 -3.247567 -1.529551 -5.4 -3.5 2.0
C -1.971047 -3.290567 -2.538551 2.8 0.2 -1.4
O -1.163047 -2.367567 -2.729551 -1.1 -0.3 0.7
O -3.268047 -2.069567 -0.938551 3.0 -0.2 -1.7
O -2.754047 -6.799567 -3.947551 4.1 6.8 -0.1
H -0.966047 -4.537567 -3.982551 -0.1 -0.3 -0.5
H -4.806047 -4.457567 -0.782551 -0.8 0.9 1.4
H -4.088047 -2.146567 -0.538551 -2.6 -0.1 1.5
H -3.329047 -7.337567 -3.581551 -4.9 -5.2 2.5
C -2.823047 2.427433 3.870449 2.4 -2.0 0.7
C -2.776047 0.923433 3.989449 -0.3 5.7 -1.4
C -4.110047 0.205433 4.061449 1.3 0.6 0.8
O -4.105047 -1.010567 4.040449 0.2 -0.6 -0.3
C -5.244047 0.996433 4.232449 -5.6 4.8 -0.4
C -5.282047 2.602433 4.201449 -2.9 -8.0 0.5
C -4.013047 3.267433 4.079449 1.9 1.2 -1.6
O -4.002047 4.503433 3.904449 -0.2 -1.6 0.7
O -6.481047 3.220433 4.220449 2.2 -0.3 0.1
O -1.726047 0.172433 3.773449 -1.1 -0.9 0.9
H -1.892047 3.166433 3.735449 -1.8 -2.4 0.3
H -6.314047 0.311433 4.208449 3.2 2.5 0.2
H -6.307047 4.185433 4.224449 0.0 -0.2 0.0
H -2.055047 -0.794567 3.954449 0.9 1.1 -0.6
C 0.203953 -0.114567 -6.578551 -0.2 -0.4 -4.6
C 1.198953 -0.560567 -7.575551 -5.2 1.2 -0.1
C 2.611953 -0.756567 -7.284551 2.0 -0.9 3.2
O 3.439953 -1.070567 -8.114551 -0.7 0.3 -0.5
C 2.999953 -0.671567 -5.819551 -7.6 2.2 1.6
C 1.877953 -0.250567 -4.851551 8.7 -1.1 -0.6
C 0.529953 0.053433 -5.194551 -3.2 1.2 0.3
O -0.323047 0.492433 -4.386551 2.0 -0.9 -1.2
O 2.205953 0.091433 -3.546551 1.0 -0.6 -0.5
O 0.867953 -0.817567 -8.906551 -0.3 0.8 2.8
H -0.950047 0.250433 -6.793551 3.3 -1.4 0.0
H 3.984953 -0.812567 -5.528551 1.6 -0.2 0.6
H 3.190953 0.060433 -3.303551 -2.0 -0.2 -1.2
H 1.627953 -1.238567 -9.320551 0.6 0.0 -0.1
C 3.710953 -5.015567 -2.457551 -9.7 4.1 -0.2
C 2.338953 -4.355567 -2.280551 4.8 -2.4 -3.6
C 1.935953 -3.887567 -0.984551 -0.8 1.1 2.9
O 0.850953 -3.341567 -0.763551 -0.7 -0.1 -1.3
C 2.792953 -4.058567 0.115449 6.9 -3.2 0.2
C 4.208953 -4.743567 -0.086551 -7.5 2.0 0.9
C 4.558953 -5.266567 -1.465551 3.9 0.7 4.4
O 5.697953 -5.693567 -1.539551 0.1 -0.7 -0.7
O 4.928953 -5.119567 0.930449 1.3 -0.3 -1.8
O 1.503953 -4.094567 -3.344551 2.9 -1.3 1.7
H 3.827953 -5.338567 -3.382551 1.1 -1.4 -4.1
H 2.489953 -3.859567 1.146449 0.0 0.3 -0.6
H 4.452953 -4.976567 1.721449 -0.8 0.5 1.6
H 0.800953 -3.609567 -2.935551 -1.6 1.0 0.5
C -0.403047 -4.506567 2.877449 1.5 3.9 3.5
C -1.519047 -3.588567 3.373449 -0.4 -0.3 0.8
O -1.276047 -2.454567 3.681449 0.6 1.4 0.0
C -2.973047 -4.082567 3.509449 2.9 -3.4 -3.5
H 0.021953 -5.206567 3.578449 0.4 0.5 1.5
H 0.402953 -3.946567 2.426449 -0.1 0.0 -0.5
H -0.871047 -5.200567 2.418449 -2.8 -4.4 -4.9
H -3.135047 -4.326567 4.496449 -0.4 -0.5 2.4
H -2.868047 -5.142567 2.922449 -1.4 2.5 1.2
H -3.719047 -3.387567 3.197449 -0.3 0.4 -0.6
C -5.019047 3.804433 0.253449 1.7 -0.4 7.4
C -3.688047 4.412433 0.070449 1.5 0.7 3.6
O -2.742047 3.805433 -0.347551 0.5 -1.0 -1.5
C -3.364047 5.722433 0.799449 6.5 -9.8 6.3
H -4.928047 2.768433 0.438449 0.6 -1.5 -0.5
H -5.555047 3.940433 -0.529551 -4.3 1.1 -4.8
H -5.494047 4.049433 1.338449 0.7 0.5 -2.9
H -2.310047 5.861433 0.733449 0.6 0.5 -0.2
H -3.682047 5.810433 1.872449 0.3 -1.0 -0.7
H -3.886047 6.307433 0.429449 -8.1 10.8 -6.6
C 3.115953 4.153433 5.846449 2.3 -4.3 0.9
C 4.013953 3.447433 4.756449 -5.0 0.3 -1.1
O 3.362953 3.157433 3.691449 3.5 0.1 2.9
C 5.461953 3.215433 5.025449 -2.1 -3.0 -0.2
H 2.088953 3.893433 5.692449 -0.6 0.8 -0.8
H 3.462953 5.169433 5.809449 -0.4 0.6 0.9
H 3.306953 3.440433 6.799449 0.2 2.5 -1.4
H 5.993953 3.899433 5.566449 1.0 1.9 1.4
H 5.778953 3.073433 4.077449 1.9 0.3 -3.3
H 5.706953 2.184433 5.369449 -0.8 0.6 0.6
C 0.114953 6.272433 -3.092551 0.1 0.5 1.3
C 0.523953 4.822433 -2.836551 1.2 -1.8 4.5
O 0.674953 4.362433 -1.658551 -0.6 1.5 -3.8
C 0.779953 3.932433 -4.059551 -1.0 -1.3 1.0
H -0.113047 6.962433 -2.138551 1.2 -1.8 -2.1
H -0.831047 6.247433 -3.598551 -0.6 -0.1 -0.5
H 0.850953 6.645433 -3.842551 -0.5 0.3 0.8
H -0.139047 4.127433 -4.597551 0.1 -0.1 -1.1
H 0.842953 2.783433 -3.933551 -0.2 2.0 0.6
H 1.675953 4.211433 -4.577551 0.2 0.6 -0.5
C 4.741953 -0.130567 2.647449 2.6 -1.6 -4.5
C 3.957953 -0.561567 1.400449 -4.8 -1.5 4.4
O 2.830953 -1.123567 1.697449 3.8 1.8 -2.4
C 4.435953 -0.278567 0.033449 2.7 0.2 1.6
H 4.924953 -0.996567 3.279449 1.0 -0.6 -0.7
H 4.272953 0.381433 3.376449 -2.2 2.9 1.5
H 5.594953 0.369433 2.103449 0.0 -0.3 2.0
H 3.740953 -0.566567 -0.603551 -3.7 -0.9 -3.0
H 5.261953 -0.882567 -0.307551 0.7 -0.7 0.7
H 4.830953 0.692433 -0.190551 -0.3 0.9 0.4
```
Forces are in eV/Å.

Gap between HOMO and LUMO (Eh): 0.218
Charge: +1
ΔE to the lowest compared entry with this formula, charge and spin (kcal/mol): 77.8
Spin multiplicity: 1